No. 1
14
Properties=species:S:1:pos:R:3:lowdin_charge:R:1 method="wB97M-V/def2-TZVPD" lumo_ev="-0.8 / -0.8" multiplicity=1 orbital_gap_ev="8.391 / 8.398" energy_ha=-726.16824 homo_energy_ev="-9.23 / -9.23" relative_energy_kcal_mol=108.1
Cl 2.9172 -0.3344 0.8757 0.2882
N 0.8332 -1.0493 -0.8097 0.0588
N 1.1310 1.3001 -0.4286 0.0326
C -1.4879 -0.4755 0.8690 -0.1093
C 1.6800 -0.0843 -0.7180 -0.7146
C -0.9807 0.2068 -0.2507 -0.1117
C -0.0955 1.3447 -0.1427 -0.2131
H 2.3637 0.1023 -1.6228 0.1208
H 0.6006 -1.7470 -0.1307 0.0548
H -0.5267 2.3502 0.0267 0.1373
H -1.6071 0.2838 -1.2700 0.1763
H -0.6819 -0.5298 1.5849 0.0979
H -2.2612 0.0593 1.3874 0.0972
H -1.8848 -1.4267 0.6296 0.0848

No. 2
154
Properties=species:S:1:pos:R:3:lowdin_charge:R:1 method="wB97M-V/def2-TZVPD" lumo_ev="2.0 / 2.0" charge=-1 multiplicity=4 s_squared=3.753 orbital_gap_ev="3.825 / 7.903" energy_ha=-5091.47071 homo_energy_ev="-1.79 / -5.89"
Zn -2.5012 -1.4142 -1.1948 0.4954
Ti -0.4327 1.5005 1.2403 0.6049
O 4.4389 -0.7182 -1.7977 -0.2044
O 4.3132 -3.3443 -5.9446 -0.2100
O 0.3253 -1.0073 7.7029 -0.1895
O 1.2909 -3.9406 3.2270 -0.1984
O 0.6734 -2.9222 -3.0868 -0.1968
O -2.9912 -5.4397 -3.8197 -0.1612
O -0.7153 3.4305 -3.1184 -0.1777
O -1.9898 4.9851 3.6114 -0.0598
O 4.4556 -0.3271 2.9957 -0.0729
O 1.1822 2.7598 2.2469 -0.2870
O -5.6810 2.8248 0.8336 -0.0711
N -1.8474 -3.4509 -1.7696 -0.0566
N 4.8614 -0.8251 -4.7716 -0.0769
N 0.4509 -1.4592 4.3940 -0.0636
N 0.4757 2.8728 -0.5827 -0.0693
C -2.8480 -4.4870 -1.4902 -0.1673
C -5.8613 4.2135 -0.8905 -0.1032
C 0.6424 -2.7558 2.5079 -0.1299
C 4.9644 0.3945 -2.5920 -0.1537
C -0.9969 -1.0868 8.2325 -0.1388
C 1.7297 3.3925 -0.0161 -0.2052
C -0.4255 2.0656 -2.7716 -0.1814
C 0.7653 2.1144 -1.8240 -0.1883
C -0.5931 -3.9858 -1.2298 -0.1522
C 4.4586 -4.6085 -6.5890 -0.1111
C -2.8705 -6.6618 -4.6025 -0.0861
C 4.3422 -0.9012 -6.0800 -0.2450
C 0.7142 -3.1965 -1.6889 -0.1719
C 4.3961 0.3632 -4.0762 -0.1863
C -1.9806 7.1919 3.0439 -0.0650
C -1.7450 3.6095 -4.0858 -0.1012
C 3.9174 -0.4671 -0.4769 -0.0823
C 1.5168 3.8112 1.4278 -0.2558
C -7.0385 2.0403 -1.0488 -0.0432
C -5.7360 2.7263 -0.6092 -0.4199
C -0.2956 -0.5401 5.3340 -0.1346
C 5.6660 0.4685 3.0372 -0.4604
C 0.4029 -5.0172 3.5037 -0.1453
C 0.4586 -0.0264 6.6505 -0.1781
C -2.7313 -5.6929 -2.4633 -0.2551
C 6.7081 -0.3840 3.7492 -0.0570
C -0.3836 -2.0435 3.3718 -0.2253
C 1.8645 -2.2087 -3.5317 -0.0614
C 4.9344 -2.2090 -6.6383 -0.1732
C 5.1294 1.7212 3.7705 -0.0547
C -3.2596 5.6630 1.5785 -0.0500
C 1.0650 3.0272 3.7095 -0.0003
C -1.9981 5.7574 2.4799 -0.5104
B -2.3718 2.0885 2.5717 -0.4081
B -2.7805 -0.7555 -3.1085 -0.3960
B -0.8609 -0.6418 -0.0385 -0.5056
B -4.2387 -1.4919 0.1617 -0.3553
H -3.2739 0.0123 -2.5330 -0.0193
H -1.7343 -0.6473 -2.8674 -0.0466
H -1.8603 -7.0708 -4.5854 0.0838
H 2.6080 2.7508 -0.0865 0.1043
H 1.5197 0.1672 6.4939 0.1076
H 2.5973 -3.0107 -3.4421 0.0843
H -0.3310 -4.8766 4.2973 0.0764
H 7.4305 0.2746 4.2315 0.0690
H 4.8230 -0.1263 -6.6771 0.1200
H -0.3404 -5.0157 -1.4817 0.1041
H -1.6410 -3.5107 -2.7565 0.1139
H 6.0181 -2.2891 -6.5528 0.1248
H -1.3292 1.5766 -2.4080 0.1079
H -6.7974 4.6483 -0.5401 0.0759
H -0.7310 -4.0250 -0.1493 0.1037
H 1.5826 -3.8427 -1.5606 0.1162
H 0.3782 3.8650 3.8297 0.0846
H -2.9164 -4.9347 -0.4988 0.1342
H 4.6262 -0.2001 0.3069 0.0633
H -1.0856 -1.2056 5.6822 0.0904
H 1.9708 3.3291 4.2353 0.0812
H 3.3137 -1.2992 -0.1148 0.0888
H -1.1163 5.5420 1.8765 0.1098
H -6.0820 4.4140 -1.9389 0.0696
H 4.3460 2.2785 3.2568 0.0680
H -2.0135 4.6538 -4.2456 0.0853
H -7.8694 2.4701 -0.4893 0.0733
H -0.0859 -5.5600 2.6947 0.0749
H -1.6768 -1.8243 7.8059 0.0742
H -1.6514 0.0458 0.2193 -0.0169
H 3.1833 0.3386 -0.4651 0.0568
H 2.4077 4.3322 1.7784 0.1267
H 6.0511 0.4611 -2.6443 0.1076
H -7.2787 2.2884 -2.0826 0.0737
H 0.8908 -2.2713 -1.1402 0.0938
H 5.9704 2.4109 3.8427 0.0668
H 3.3120 0.3626 -3.9625 0.0971
H -3.7442 -1.5029 1.1206 -0.0293
H 4.0528 -4.4470 -7.5877 0.0820
H -1.6662 1.3838 2.9837 -0.0645
H -3.3631 4.6615 1.1608 0.0636
H 4.6095 -2.1245 -7.6753 0.1085
H -1.1068 -1.6445 0.2752 -0.0004
H 3.9198 0.1615 2.3666 0.0557
H 1.6397 2.4688 -2.3698 0.1129
H 0.0952 -0.3528 0.3696 -0.0310
H -5.2921 -1.5295 0.3923 -0.0265
H -6.3156 3.4968 1.0928 0.0680
H 6.3349 -0.7339 4.7117 0.0797
H -3.8720 -4.1845 -1.7091 0.1226
H 6.0628 0.7831 2.0720 0.1205
H -0.7851 0.2548 4.7715 0.0896
H -3.5970 -7.4457 -4.3886 0.0801
H 2.2129 -1.3841 -2.9097 0.0691
H -0.8000 -1.1675 9.3015 0.0831
H -2.9834 -0.7249 -4.1678 -0.0140
H -0.7867 -0.6351 -1.1149 -0.0211
H 4.4461 -1.6592 -4.3819 0.0879
H 1.1205 1.1395 -1.4901 0.1007
H -3.1965 6.3441 0.7299 0.0715
H -1.7896 -6.2302 -2.3511 0.1045
H 0.7460 4.5800 1.3737 0.1099
H -5.0406 4.8495 -0.5586 0.0650
H -3.0779 -1.7603 -2.8512 -0.0361
H 7.2151 -1.1847 3.2108 0.0801
H 0.7005 2.1519 4.2472 0.0825
H 2.2705 4.0946 -0.6507 0.1219
H 5.4463 -5.0688 -6.6142 0.0781
H -3.4645 -6.3667 -2.0202 0.1163
H 0.9296 -2.2249 4.8464 0.1029
H -2.5175 2.8560 -3.9321 0.0881
H 1.1116 -5.7640 3.8618 0.0784
H -1.7170 -0.2745 8.1336 0.0837
H -3.1333 2.1964 3.3285 -0.0053
H -0.0939 1.3451 -3.5193 0.1275
H -1.5634 3.3227 -5.1215 0.0724
H -1.1571 -2.6177 3.8817 0.1141
H -3.9492 -0.5788 -0.3350 -0.0414
H 1.3349 -2.0165 2.1053 0.1139
H 4.9103 1.4772 4.8100 0.0838
H 0.1252 0.9844 6.8854 0.1032
H -4.7673 2.4512 -1.0266 0.1443
H -2.9870 7.3577 3.4284 0.0698
H 4.6409 1.3001 -2.0790 0.0992
H 3.9068 -5.4102 -6.0982 0.0818
H -1.2860 7.4268 3.8504 0.0735
H 0.1284 -3.1846 1.6477 0.0825
H -1.8031 2.9513 2.2614 -0.0561
H -3.1498 -6.3433 -5.6068 0.0835
H 3.2581 -0.7892 -6.0644 0.1190
H -2.0788 4.0568 3.3834 0.0103
H 1.7597 -2.0124 -4.5987 0.0869
H -0.9027 -1.3496 2.7106 0.1057
H -1.9694 7.8698 2.1904 0.0685
H -3.8282 -2.2760 -0.4555 -0.0641
H -2.8615 1.6545 1.7137 -0.0262
H -0.0352 3.6753 -0.9218 0.1136
H -6.9752 0.9809 -0.8006 0.0804
H 4.6950 1.2448 -4.6432 0.1175
H -4.2001 5.9441 2.0523 0.0818